# C18H24BrN3O10Tb

A structure of composition C18H24BrN3O10Tb in a non-equilibrium geometry (ωB97M-V/def2-TZVPD, the Open Molecules 2025 dataset).

Last column: Mulliken spin population.
CARTESIAN COORDINATES (ANGSTROEM)
H  3.677  1.630  3.880  0.000
H  -3.386  4.885  4.876  0.000
H  -0.512  -3.156  -1.119  0.000
C  0.846  -1.903  2.676  -0.004
H  2.292  3.210  0.372  0.000
H  1.951  -3.377  -1.057  0.000
C  -2.169  -2.472  0.548  0.002
H  1.912  1.395  3.801  0.000
H  -6.101  2.763  2.335  0.000
O  2.126  1.192  0.504  0.013
H  2.665  4.600  1.995  0.000
H  -0.874  -0.685  -2.567  0.000
C  -4.863  3.915  3.653  0.000
C  -0.362  -2.742  2.190  0.000
O  1.097  2.546  -3.088  0.001
Tb  -0.032  0.188  0.420  5.913
O  -0.583  2.132  1.579  0.012
Br  -0.812  3.738  4.338  0.000
H  2.947  0.500  2.704  0.000
C  0.521  0.332  -3.636  -0.001
C  -2.461  -1.687  -0.753  -0.001
H  -4.200  1.448  1.434  0.000
C  -5.095  2.947  2.689  0.000
H  -0.099  0.683  -4.466  0.000
H  1.026  -1.312  -1.625  0.006
C  -2.732  2.444  2.606  0.000
H  -2.697  -1.956  1.351  0.000
H  -0.209  -1.577  -3.771  0.000
N  2.748  2.529  2.241  -0.001
C  0.608  1.516  -2.640  0.000
H  -1.189  -2.476  2.850  0.000
C  2.831  1.449  3.215  0.000
C  2.970  3.866  2.740  0.000
H  1.966  -2.834  0.628  0.000
H  2.384  4.027  3.646  0.000
H  -0.004  -4.294  0.145  0.001
O  -3.183  -2.188  -1.611  0.000
C  -1.646  1.589  1.982  0.013
O  0.849  -0.703  2.241  0.015
N  0.003  -0.903  -3.047  0.001
O  -1.861  -0.559  -0.814  0.005
H  -2.539  -3.500  0.464  0.000
N  -0.729  -2.408  0.812  0.001
C  -0.003  -3.236  -0.156  0.001
C  -4.038  2.212  2.183  0.000
O  0.142  1.337  -1.462  0.012
C  1.433  -2.754  -0.320  0.001
C  -3.578  4.146  4.110  0.000
O  1.665  -2.421  3.428  0.000
H  -0.147  -3.807  2.324  0.000
H  4.026  4.014  2.979  0.000
C  -2.519  3.418  3.586  0.000
H  1.527  0.167  -4.025  0.000
C  2.350  2.301  0.989  -0.005
O  1.471  -1.395  -0.715  0.007
H  -5.686  4.487  4.062  0.000
O  -1.891  0.367  1.870  0.011

For the maximum force, the calculation gives 1.1 eV Å⁻¹. Its multiplicity is 7. The energy relative to the best compared isomer or geometry (same formula, charge and spin) comes out at 3.19 kcal per mole. The calculation puts the HOMO energy (spin up / spin down) at -6.184 / -5.368 eV. As for the net charge: -1. As for the expectation value of S²: 12.660. The calculation puts the total energy at -5015.8483 hartree. The value obtained for the HOMO-LUMO gap (spin up / spin down) is 8.5 / 7.7 eV.